Entry w
The following is a DFT calculation (ωB97M-V/def2-TZVPD) of a structure of composition C6H14NO.

CARTESIAN COORDINATES (ANGSTROEM)
C (0.70, 1.00, -1.12)
C (0.60, 0.07, -2.33)
C (-0.41, 0.73, -0.08)
N (-1.85, 0.84, -0.57)
C (-2.94, -0.94, 0.64)
C (-2.18, 0.34, 0.55)
C (2.79, -0.48, 1.59)
O (3.43, -0.13, 0.47)
H (0.70, 2.05, -1.38)
H (1.61, 0.76, -0.58)
H (0.52, -0.94, -1.93)
H (-0.30, 0.25, -2.91)
H (1.55, 0.09, -2.86)
H (-0.12, -0.28, 0.22)
H (-0.15, 1.37, 0.78)
H (2.86, -1.57, 1.86)
H (-3.77, -0.88, 1.35)
H (-3.32, -1.26, -0.32)
H (-2.31, -1.75, 0.99)
H (-2.23, 0.98, 1.45)
H (1.68, -0.28, 1.64)
H (3.14, 0.04, 2.53)

Properties
Multiplicity: 1
Molar mass in g mol⁻¹: 116.184
E_HOMO in Eh: -0.0828
Net charge: -1

Entry x
The following is a DFT calculation (ωB97M-V/def2-TZVPD) of the ion C6H14NO with charge -1.

CARTESIAN COORDINATES (ANGSTROEM)
C (1.99, 0.69, 2.60)
O (2.69, 0.39, 3.68)
C (1.20, -0.53, 1.69)
C (0.87, 0.02, 0.33)
C (-0.52, 0.64, 0.06)
C (-0.92, 0.78, -1.46)
C (-1.14, -0.65, -2.19)
N (-2.40, -1.42, -1.94)
H (2.68, 0.96, 1.81)
H (1.29, 1.40, 2.81)
H (0.33, -1.02, 2.15)
H (2.01, -1.31, 1.78)
H (1.56, 0.88, 0.04)
H (1.10, -0.77, -0.48)
H (-0.50, 1.66, 0.49)
H (-1.39, 0.17, 0.58)
H (-1.72, 1.34, -1.65)
H (-0.07, 1.11, -2.11)
H (-0.25, -1.15, -1.90)
H (-1.14, -0.26, -3.33)
H (-2.46, -2.16, -1.36)
H (-3.22, -0.75, -1.61)

Properties
Multiplicity: 1
Molar mass in g mol⁻¹: 116.184
SMILES: NCCCCCC[O-]
E_HOMO in Eh: -0.0787
Net charge: -1

Energies in hartree, measured from the most stable structure: entry w 0.0507; entry x 0.0000.

Entry w
The following is a DFT calculation (ωB97M-V/def2-TZVPD) of the ion C6H14NO with charge -1.

CARTESIAN COORDINATES (ANGSTROEM)
C (1.74, 0.26, 2.04)
C (0.40, 0.63, 1.44)
N (0.31, -0.22, 0.22)
C (-0.43, -1.47, 0.42)
C (-1.66, 0.82, -0.88)
C (-0.18, 0.55, -1.01)
C (0.16, -0.31, -2.26)
O (-0.06, 0.49, -3.26)
H (1.86, -0.86, 2.10)
H (2.61, 0.53, 1.40)
H (1.98, 0.52, 3.09)
H (-0.46, 0.55, 2.16)
H (0.22, 1.72, 1.33)
H (0.32, -2.19, 0.66)
H (-1.11, -1.47, 1.26)
H (-0.96, -1.90, -0.62)
H (-1.84, 1.27, 0.09)
H (-1.92, 1.49, -1.75)
H (-2.03, -0.20, -0.90)
H (0.25, 1.57, -1.14)
H (-0.44, -1.25, -2.25)
H (1.25, -0.53, -2.16)

Properties
Multiplicity: 1
Molar mass in g mol⁻¹: 116.184
SMILES: CCN(C)[C@H](C)C[O-]
E_HOMO in Eh: -0.0759
Net charge: -1

Entry x
The following is a DFT calculation (ωB97M-V/def2-TZVPD) of a cluster of 2 separate species, C6H14NO in total.

CARTESIAN COORDINATES (ANGSTROEM)
C (-3.05, 0.11, 1.30)
C (-1.70, 0.06, 0.55)
C (-1.34, 1.37, -0.14)
C (-0.39, 2.18, 0.36)
H (-3.73, 0.47, 0.53)
H (-3.39, -0.92, 1.53)
H (-3.15, 0.75, 2.18)
H (-1.73, -0.64, -0.31)
H (-0.84, -0.27, 1.15)
H (-2.02, 1.69, -0.97)
H (-0.04, 3.14, -0.06)
H (0.12, 1.82, 1.26)
C (2.70, -1.01, 0.34)
N (2.69, -0.66, -1.09)
C (1.45, -1.18, -1.76)
O (0.31, -0.63, -1.30)
H (1.73, -0.86, 0.86)
H (3.49, -0.43, 0.84)
H (2.98, -2.07, 0.43)
H (2.72, 0.35, -1.22)
H (1.55, -2.32, -1.65)
H (1.63, -0.95, -2.84)

Properties
Multiplicity: 1
Molar mass in g mol⁻¹: 116.184
E_HOMO in Eh: -0.0923
Net charge: -1

Entry y
The following is a DFT calculation (ωB97M-V/def2-TZVPD) of a structure of composition C6H14NO.

CARTESIAN COORDINATES (ANGSTROEM)
C (2.54, -0.69, -0.97)
N (1.27, -0.93, -0.26)
C (0.40, 0.64, -0.59)
C (-0.74, 0.53, 0.42)
C (-1.63, -0.75, 0.19)
C (-2.61, -1.22, 1.32)
C (1.15, 1.86, -0.07)
O (0.33, 2.96, 0.14)
H (2.25, -0.50, -2.03)
H (3.25, -1.54, -0.98)
H (3.09, 0.21, -0.62)
H (0.42, -0.56, -1.01)
H (0.00, 0.84, -1.64)
H (-0.21, 0.31, 1.35)
H (-1.26, 1.50, 0.43)
H (-0.94, -1.61, -0.02)
H (-2.31, -0.63, -0.68)
H (-2.11, -1.37, 2.31)
H (-3.41, -0.50, 1.49)
H (-3.11, -2.17, 1.08)
H (1.65, 1.52, 0.89)
H (2.00, 2.09, -0.76)

Properties
Multiplicity: 1
Molar mass in g mol⁻¹: 116.184
E_HOMO in Eh: -0.0976
Net charge: -1

Entry z
The following is a DFT calculation (ωB97M-V/def2-TZVPD) of a cluster of 2 separate species, C6H14NO in total.

CARTESIAN COORDINATES (ANGSTROEM)
C (1.88, -0.58, -0.47)
N (2.15, -0.16, 0.90)
C (0.95, 1.46, 1.13)
O (-0.33, 1.50, 1.47)
C (0.66, -1.54, -0.70)
C (-0.81, -1.08, -0.37)
C (-1.75, -0.24, -1.41)
C (-2.65, 0.60, -0.38)
H (1.83, 0.28, -1.18)
H (2.73, -1.13, -0.95)
H (3.14, -0.41, 1.01)
H (1.14, 1.71, 0.02)
H (1.79, 1.98, 1.92)
H (0.69, -1.93, -1.71)
H (0.92, -2.35, -0.04)
H (-1.43, -2.09, -0.01)
H (-0.73, -0.37, 0.48)
H (-2.45, -0.80, -2.06)
H (-1.12, 0.41, -2.05)
H (-2.04, 0.85, 0.51)
H (-3.24, 1.37, -0.89)
H (-3.40, -0.15, -0.02)

Properties
Multiplicity: 1
Molar mass in g mol⁻¹: 116.184
E_HOMO in Eh: -0.1100
Net charge: -1

Energies in hartree, measured from the most stable structure: entry w 0.0343; entry x 0.0000; entry y 0.1049; entry z 0.0619.

Entry w
The following is a DFT calculation (ωB97M-V/def2-TZVPD) of a cluster of 2 separate species, C4H9N2 in total.

CARTESIAN COORDINATES (ANGSTROEM)
C (-1.45, 0.82, 0.18)
C (-1.65, -0.36, 0.11)
C (-1.28, 2.21, 0.43)
C (1.05, -1.25, 0.14)
N (1.58, -0.19, -0.37)
N (0.75, -2.34, -0.54)
H (-1.27, 2.33, 1.62)
H (-2.20, 2.80, -0.04)
H (-0.38, 2.61, -0.11)
H (0.88, -1.22, 1.13)
H (1.66, 0.59, 0.27)
H (1.82, -0.30, -1.34)
H (0.94, -2.29, -1.53)
H (0.19, -3.04, -0.08)
H (-1.68, -1.39, 0.12)

Properties
Multiplicity: 3
Molar mass in g mol⁻¹: 85.130
E_HOMO (spin up / spin down) in Eh: -0.3793 / -0.5009
⟨S²⟩: 2.008
Net charge: +1

Entry x
The following is a DFT calculation (ωB97M-V/def2-TZVPD) of a cluster of 2 separate species, C4H9N2 in total.

CARTESIAN COORDINATES (ANGSTROEM)
C (1.62, 0.49, -1.00)
C (0.84, -0.07, -1.71)
C (2.70, 0.93, -0.16)
C (-1.36, -0.58, 0.61)
N (-1.99, -0.93, 1.75)
N (-1.94, -0.02, -0.42)
H (2.44, 1.71, 0.41)
H (3.47, 1.40, -0.73)
H (3.09, 0.13, 0.31)
H (-0.39, -1.00, 0.44)
H (-1.45, -1.40, 2.56)
H (-3.03, -0.72, 1.90)
H (-2.92, 0.38, -0.34)
H (-1.29, 0.20, -1.18)
H (0.19, -0.52, -2.43)

Properties
Multiplicity: 3
Molar mass in g mol⁻¹: 85.130
E_HOMO (spin up / spin down) in Eh: -0.3972 / -0.5026
⟨S²⟩: 2.008
Net charge: +1

Energies in hartree, measured from the most stable structure: entry w 0.0220; entry x 0.0000.

Entry w
The following is a DFT calculation (ωB97M-V/def2-TZVPD) of a cluster of 2 separate species, C6H15NO in total.

CARTESIAN COORDINATES (ANGSTROEM)
C (-1.15, -1.52, 1.56)
C (-0.16, -1.67, 0.29)
C (0.26, -0.44, -0.41)
C (-0.49, -0.08, -1.50)
C (1.56, 0.13, 0.01)
C (2.35, 0.79, -1.13)
N (-2.29, -0.74, 1.39)
H (-0.50, -1.27, 2.39)
H (-1.49, -2.52, 1.80)
H (0.65, -2.27, 0.57)
H (-0.76, -2.22, -0.42)
H (-1.52, -0.33, -1.61)
H (-0.26, 0.73, -2.18)
H (2.18, -0.63, 0.46)
H (1.36, 0.93, 0.74)
H (1.80, 1.61, -1.58)
H (3.27, 1.18, -0.71)
H (2.61, 0.15, -1.96)
H (-3.04, -1.29, 0.99)
H (-2.20, 0.13, 0.89)
H (-0.81, 2.30, 0.09)
H (-1.00, 3.87, 0.23)
O (-0.37, 3.14, 0.11)

Properties
Multiplicity: 2
Molar mass in g mol⁻¹: 117.192
E_HOMO (spin up / spin down) in Eh: -0.5445 / -0.5111
⟨S²⟩: 0.770
Net charge: +1

Entry x
The following is a DFT calculation (ωB97M-V/def2-TZVPD) of a cluster of 2 separate species, C6H15NO in total.

CARTESIAN COORDINATES (ANGSTROEM)
C (0.37, 1.70, 1.51)
C (0.92, 0.35, 1.04)
C (-0.16, -0.80, 1.33)
C (-0.62, -1.57, 0.10)
C (-1.05, -0.86, -0.98)
C (-1.43, -1.60, -2.19)
N (2.17, 0.15, 1.73)
H (-0.16, 2.29, 0.76)
H (-0.38, 1.59, 2.31)
H (1.15, 2.37, 1.83)
H (1.24, 0.38, -0.01)
H (-1.03, -0.30, 1.78)
H (0.31, -1.64, 1.85)
H (-0.60, -2.64, 0.08)
H (-1.41, 0.16, -0.95)
H (-1.16, -2.66, -2.08)
H (-2.44, -1.63, -2.59)
H (-0.90, -1.24, -3.09)
H (2.26, 0.64, 2.62)
H (2.51, -0.80, 1.86)
H (-0.28, 2.62, -1.66)
H (-0.16, 1.16, -1.75)
O (-0.34, 1.92, -2.31)

Properties
Multiplicity: 2
Molar mass in g mol⁻¹: 117.192
E_HOMO (spin up / spin down) in Eh: -0.5366 / -0.4912
⟨S²⟩: 0.764
Net charge: +1

Energies in hartree, measured from the most stable structure: entry w 0.0000; entry x 0.0206.

Entry w
The following is a DFT calculation (ωB97M-V/def2-TZVPD) of a cluster of 2 separate species, CH3O3S2 in total.

CARTESIAN COORDINATES (ANGSTROEM)
C (-0.60, 0.52, 0.15)
O (2.01, -0.53, -2.91)
O (1.59, -1.94, -0.99)
O (0.72, 0.68, -1.31)
S (-1.40, -1.00, 0.20)
S (0.93, -0.73, -2.00)
H (0.21, 0.51, 0.98)
H (-1.12, 1.29, -0.36)
H (1.02, -2.34, -0.25)

Properties
Multiplicity: 1
Molar mass in g mol⁻¹: 127.166
E_HOMO in Eh: -0.1498
Net charge: -1

Entry x
The following is a DFT calculation (ωB97M-V/def2-TZVPD) of a cluster of 2 separate species, CH3O3S2 in total.

CARTESIAN COORDINATES (ANGSTROEM)
C (1.42, 0.28, 0.25)
O (2.14, -0.15, -0.54)
O (-4.11, 0.81, -0.88)
O (-4.06, -1.20, 0.54)
S (-2.12, 1.02, 1.27)
S (-3.30, -0.28, -0.32)
H (0.49, 0.61, 0.08)
H (1.72, 0.38, 1.33)
H (-2.01, 1.94, 0.31)

Properties
Multiplicity: 1
Molar mass in g mol⁻¹: 127.166
E_HOMO in Eh: -0.1476
Net charge: -1

Energies in hartree, measured from the most stable structure: entry w 0.0377; entry x 0.0000.

Entry w
The following is a DFT calculation (ωB97M-V/def2-TZVPD) of the molecule C5H7P.

CARTESIAN COORDINATES (ANGSTROEM)
C (-0.54, 0.70, -1.09)
C (0.24, 1.71, -1.71)
C (0.01, 0.00, -0.11)
C (1.54, 0.70, 0.29)
C (-0.65, -1.02, 0.74)
P (1.77, 1.99, -1.03)
H (-1.55, 0.62, -1.39)
H (-0.26, 2.17, -2.67)
H (1.27, 1.11, 1.21)
H (2.45, 0.15, 0.27)
H (-0.67, -1.86, 0.03)
H (-1.68, -0.73, 0.88)
H (-0.12, -1.38, 1.61)

Properties
Multiplicity: 1
Molar mass in g mol⁻¹: 98.085
SMILES: CC1=CC=PC1
E_HOMO in Eh: -0.2950

Entry x
The following is a DFT calculation (ωB97M-V/def2-TZVPD) of the molecule C5H7P.

CARTESIAN COORDINATES (ANGSTROEM)
C (0.89, -1.41, -0.63)
C (-0.16, 0.55, 0.43)
C (-0.40, 1.51, 1.23)
C (0.47, -0.79, 0.63)
C (-0.56, 0.45, -1.25)
P (0.34, -0.89, -2.11)
H (1.61, -2.27, -0.69)
H (-0.72, 2.51, 0.83)
H (-0.41, 1.29, 2.36)
H (-0.22, -1.54, 1.03)
H (1.41, -0.81, 1.21)
H (-1.60, 0.11, -1.20)
H (-0.66, 1.29, -1.85)

Properties
Multiplicity: 1
Molar mass in g mol⁻¹: 98.085
SMILES: C=C1CC=PC1
E_HOMO in Eh: -0.3220

Energies in hartree, measured from the most stable structure: entry w 0.0000; entry x 0.0235.

Entry w
The following is a DFT calculation (ωB97M-V/def2-TZVPD) of the molecule C21H29N3O4S.

CARTESIAN COORDINATES (ANGSTROEM)
C (-2.74, -3.06, 5.26)
C (-2.09, -2.25, 4.15)
C (-2.26, -2.89, 2.77)
O (-3.64, -2.95, 2.41)
C (-1.58, -2.08, 1.68)
C (-1.80, -2.69, 0.29)
C (-0.08, -2.01, 1.93)
O (0.54, -2.97, 2.39)
N (0.56, -0.86, 1.61)
C (2.02, -0.78, 1.72)
C (2.33, 0.63, 1.22)
C (1.21, 0.89, 0.20)
N (1.43, 0.05, -0.98)
C (2.41, 0.31, -1.87)
O (3.33, 1.09, -1.68)
C (2.21, -0.39, -3.22)
N (1.16, 0.30, -3.95)
C (1.45, 1.57, -4.57)
S (-0.07, 2.05, -5.45)
C (-1.08, 0.90, -4.48)
C (-0.14, -0.02, -3.74)
O (-0.52, -0.92, -3.01)
C (0.97, 2.33, -0.23)
C (0.11, 2.56, -1.30)
C (-0.13, 3.85, -1.76)
C (0.50, 4.93, -1.15)
C (1.36, 4.70, -0.08)
C (1.59, 3.41, 0.37)
C (0.00, 0.30, 0.94)
H (-2.55, -2.62, 6.24)
H (-3.83, -3.11, 5.14)
H (-2.36, -4.09, 5.27)
H (-2.51, -1.24, 4.12)
H (-1.02, -2.17, 4.35)
H (-1.83, -3.89, 2.78)
H (-4.09, -3.54, 3.02)
H (-2.01, -1.07, 1.70)
H (-1.33, -2.10, -0.50)
H (-1.36, -3.69, 0.26)
H (-2.86, -2.78, 0.08)
H (2.34, -0.95, 2.74)
H (2.48, -1.55, 1.10)
H (2.23, 1.34, 2.04)
H (3.31, 0.73, 0.77)
H (0.67, -0.55, -1.30)
H (3.14, -0.34, -3.78)
H (1.91, -1.43, -3.09)
H (1.72, 2.32, -3.82)
H (2.26, 1.47, -5.29)
H (-1.71, 1.42, -3.75)
H (-1.73, 0.31, -5.13)
H (-0.39, 1.72, -1.78)
H (-0.80, 4.01, -2.60)
H (0.32, 5.93, -1.50)
H (1.86, 5.54, 0.39)
H (2.29, 3.26, 1.18)
H (-0.80, 0.04, 0.24)
H (-0.39, 1.04, 1.64)

Properties
Multiplicity: 1
Molar mass in g mol⁻¹: 419.547
SMILES: CC[C@@H](O)[C@H](C)C(=O)N1CC[C@](NC(=O)CN2CSCC2=O)(c2ccccc2)C1
E_HOMO in Eh: -0.3389

Entry x
The following is a DFT calculation (ωB97M-V/def2-TZVPD) of the molecule C21H29N3O4S.

CARTESIAN COORDINATES (ANGSTROEM)
C (-4.30, -3.64, -0.96)
C (-3.36, -3.28, 0.18)
H (-2.35, -3.62, -0.05)
H (-3.70, -3.72, 1.12)
O (-3.34, -1.88, 0.42)
C (-2.52, -1.15, -0.37)
O (-1.87, -1.63, -1.27)
C (-2.54, 0.27, -0.03)
C (-3.62, 1.01, 0.43)
N (-3.27, 2.33, 0.51)
C (-1.96, 2.48, 0.10)
C (-1.19, 3.61, -0.02)
C (0.12, 3.47, -0.47)
C (0.65, 2.22, -0.75)
C (-0.13, 1.06, -0.62)
C (-1.46, 1.19, -0.23)
N (0.48, -0.18, -0.86)
C (0.44, -1.23, 0.00)
O (-0.16, -1.23, 1.05)
C (1.28, -2.41, -0.46)
C (2.46, -2.66, 0.50)
N (3.49, -1.66, 0.55)
C (4.17, -1.40, -0.70)
C (5.56, -0.83, -0.44)
H (6.10, -0.69, -1.37)
H (6.12, -1.47, 0.23)
S (5.43, 0.81, 0.34)
C (4.40, 0.27, 1.74)
C (3.14, -0.42, 1.23)
H (2.50, -0.66, 2.09)
H (2.60, 0.28, 0.58)
H (4.16, 1.16, 2.31)
H (5.00, -0.41, 2.34)
H (4.28, -2.35, -1.24)
H (3.61, -0.70, -1.34)
H (2.06, -2.77, 1.51)
H (2.94, -3.60, 0.22)
H (0.64, -3.30, -0.43)
H (1.63, -2.27, -1.48)
H (1.15, -0.18, -1.61)
O (1.94, 1.99, -1.15)
C (2.84, 3.07, -1.20)
H (2.56, 3.79, -1.98)
H (2.90, 3.59, -0.23)
H (3.81, 2.64, -1.43)
H (0.73, 4.36, -0.58)
H (-1.56, 4.60, 0.21)
C (-4.15, 3.39, 0.91)
H (-4.69, 3.11, 1.82)
H (-3.57, 4.28, 1.12)
H (-4.88, 3.61, 0.13)
C (-4.99, 0.57, 0.77)
H (-5.19, 0.72, 1.83)
H (-5.73, 1.15, 0.21)
H (-5.11, -0.48, 0.55)
H (-5.31, -3.29, -0.76)
H (-4.33, -4.72, -1.09)
H (-3.95, -3.19, -1.89)

Properties
Multiplicity: 1
Molar mass in g mol⁻¹: 419.547
SMILES: CCOC(=O)c1c(C)n(C)c2ccc(OC)c(NC(=O)CCN3CCSCC3)c12
E_HOMO in Eh: -0.2761

Energies in hartree, measured from the most stable structure: entry w 0.0000; entry x 0.0401.

Entry w
The following is a DFT calculation (ωB97M-V/def2-TZVPD) of a cluster of 2 separate species, C3H9N2S2 in total.

CARTESIAN COORDINATES (ANGSTROEM)
C (2.56, -0.43, 0.22)
C (1.85, 0.88, 0.43)
C (0.09, -0.89, -0.46)
N (-1.19, -1.32, -0.59)
N (-2.74, 0.88, -0.08)
S (1.39, -1.86, 0.28)
S (0.28, 0.76, -0.54)
H (3.03, -0.46, -0.81)
H (3.28, -0.60, 0.89)
H (1.50, 1.04, 1.49)
H (2.32, 1.78, 0.02)
H (-1.80, -0.55, -0.55)
H (-1.54, -2.28, -0.94)
H (-3.66, 0.43, -0.05)
H (-2.89, 1.89, -0.17)
H (-2.47, 0.74, 0.85)

Properties
Multiplicity: 1
Molar mass in g mol⁻¹: 137.253
E_HOMO in Eh: -0.5093
Net charge: +1

Entry x
The following is a DFT calculation (ωB97M-V/def2-TZVPD) of a cluster of 2 separate species, C3H9N2S2 in total.

CARTESIAN COORDINATES (ANGSTROEM)
C (-1.68, 0.36, -0.02)
C (1.12, -1.99, 0.29)
C (1.28, 0.69, -0.31)
N (-2.36, 1.23, 0.64)
N (1.82, 1.81, -0.69)
S (-2.63, -0.87, -0.73)
S (2.34, -0.78, -0.25)
H (0.95, -1.88, 1.42)
H (1.68, -3.00, 0.32)
H (0.29, -1.85, -0.52)
H (0.23, 0.46, 0.03)
H (-1.85, 2.00, 1.12)
H (-3.31, 1.23, 0.82)
H (2.70, 1.56, -1.12)
H (1.32, 2.65, -0.73)
H (-1.52, -1.35, -1.50)

Properties
Multiplicity: 1
Molar mass in g mol⁻¹: 137.253
E_HOMO in Eh: -0.4580
Net charge: +1

Energies in hartree, measured from the most stable structure: entry w 0.0000; entry x 0.0957.